Record 1
Here is one molecule with the formula ClH3NOP in a non-equilibrium geometry from the OMol25 dataset. Energies are from ωB97M-V/def2-TZVPD.

Calculated values
M = 99.46 g mol⁻¹
Frontier orbital gap (alpha / beta) = 5.2 / 7.3 eV
Multiplicity = 3

Each line ends with the Mulliken charge.
Cartesian coordinates (Å):
N  -0.325  0.355  0.772  -0.655
O  0.379  -0.966  -1.330  -0.434
P  0.712  -0.959  0.217  0.376
Cl  2.376  0.068  0.058  -0.163
H  -0.388  1.122  0.057  0.250
H  -0.431  0.463  1.737  0.289
H  -0.311  -0.308  -1.324  0.337

***

Record 2
Here is ClH4N2OP as an isolated structure in a non-equilibrium geometry from the OMol25 dataset. Energies are from ωB97M-V/def2-TZVPD.

Calculated values
M = 114.47 g mol⁻¹
Frontier orbital gap = 9.1 eV

Each line ends with the Mulliken charge.
Cartesian coordinates (Å):
N  -2.169  -0.283  0.475  -0.560
N  -0.884  -0.244  -0.107  0.035
O  1.580  0.499  -0.066  -0.388
P  0.234  0.824  0.453  0.187
Cl  4.015  0.582  -0.936  -0.445
H  -2.533  -1.226  0.344  0.251
H  -2.175  -0.025  1.437  0.278
H  -0.844  -0.666  -1.057  0.268
H  2.776  0.540  -0.543  0.375

***

Record 3
Here is a 2-piece molecular cluster, ClH4N2OP overall in a non-equilibrium geometry from the OMol25 dataset. Energies are from ωB97M-V/def2-TZVPD.

Calculated values
M = 114.47 g mol⁻¹
Frontier orbital gap = 9.0 eV

Each line ends with the Mulliken charge.
Cartesian coordinates (Å):
N  1.195  0.615  -0.721  -0.448
N  -0.297  -0.368  1.139  -0.429
O  -1.218  -0.256  -1.002  -0.543
P  0.255  -0.800  -0.489  0.353
Cl  0.657  -0.682  2.456  -0.096
H  1.970  0.506  -1.322  0.230
H  0.671  1.502  -0.698  0.238
H  -1.643  -1.024  1.127  0.319
H  -1.589  0.508  -0.489  0.377

***

Record 4
Here is a 2-piece molecular cluster, ClH4N2OP overall in a non-equilibrium geometry from the OMol25 dataset. Energies are from ωB97M-V/def2-TZVPD.

Calculated values
M = 114.47 g mol⁻¹
Structure (SMILES) = O=PNCl.N
Frontier orbital gap = 9.0 eV

Each line ends with the Mulliken charge.
Cartesian coordinates (Å):
O  0.303  1.075  0.226  -0.334
P  1.763  1.234  0.239  0.344
N  2.336  -0.395  0.043  -0.258
Cl  4.046  -0.720  -0.020  -0.070
H  1.717  -1.015  0.537  0.296
N  -2.677  -0.006  -0.482  -0.684
H  -1.755  -0.381  -0.677  0.243
H  -3.173  -0.658  0.124  0.212
H  -2.560  0.867  0.011  0.250

***

Record 5
Here is one molecule with the formula ClH4N2OP in a non-equilibrium geometry from the OMol25 dataset. Energies are from ωB97M-V/def2-TZVPD.

Calculated values
M = 114.47 g mol⁻¹
Structure (SMILES) = N[P@H](O)=NCl
Frontier orbital gap = 9.5 eV

Each line ends with the Mulliken charge.
Cartesian coordinates (Å):
N  -0.299  -0.920  0.980  -0.544
P  0.250  0.033  -0.277  0.633
O  1.818  0.156  -0.099  -0.492
N  -0.353  1.502  -0.182  -0.414
Cl  -2.060  1.799  -0.254  -0.163
H  -1.226  -0.653  1.249  0.269
H  -0.298  -1.903  0.744  0.264
H  -0.029  -0.907  -1.555  0.102
H  2.197  0.893  -0.607  0.345

***

Record 6
Here is one molecule with the formula ClH4N2P3 in a non-equilibrium geometry from the OMol25 dataset. Energies are from ωB97M-V/def2-TZVPD.

Calculated values
M = 160.42 g mol⁻¹
Structure (SMILES) = [H]/P=N/PNPCl
Frontier orbital gap = 7.8 eV

Each line ends with the Mulliken charge.
Cartesian coordinates (Å):
H  -1.637  -2.266  2.214  0.053
P  -0.733  -2.590  1.247  0.072
N  -0.843  -1.222  0.442  -0.199
P  0.199  -0.613  -0.721  0.114
N  -0.069  1.070  -0.073  -0.331
P  1.033  2.161  -0.640  0.085
Cl  0.712  2.164  -2.748  -0.266
H  -0.905  -0.355  -1.751  0.069
H  -0.866  1.094  0.526  0.342
H  1.998  1.125  -0.398  0.062

***

Record 7
Here is a 2-piece molecular cluster, ClH5N2Si overall in a non-equilibrium geometry from the OMol25 dataset. Energies are from ωB97M-V/def2-TZVPD.

Calculated values
M = 96.59 g mol⁻¹
Structure (SMILES) = [H]/N=[SiH]\N.Cl
Frontier orbital gap = 9.9 eV

Each line ends with the Mulliken charge.
Cartesian coordinates (Å):
H  -1.010  -0.903  -0.285  0.220
N  -0.797  -0.107  0.186  -0.422
Si  0.713  0.474  0.174  0.262
N  2.345  -0.026  -0.271  -0.481
H  0.631  1.889  0.606  -0.071
H  2.689  -0.999  -0.248  0.249
H  3.107  0.662  -0.393  0.243
Cl  -4.457  -0.394  0.151  -0.250
H  -3.221  -0.597  0.079  0.251

***

Record 8
Here is one molecule with the formula ClH5N3PS in a non-equilibrium geometry from the OMol25 dataset. Energies are from ωB97M-V/def2-TZVPD.

Calculated values
M = 145.56 g mol⁻¹
Structure (SMILES) = NN[P@@](N)(=S)Cl
Frontier orbital gap = 9.5 eV

Each line ends with the Mulliken charge.
Cartesian coordinates (Å):
N  -0.826  -0.541  -1.320  -0.650
N  0.120  0.516  -0.935  -0.195
P  1.367  -0.081  0.072  0.683
N  0.611  0.264  1.505  -0.493
S  1.726  -2.080  -0.170  -0.446
Cl  2.919  1.124  -0.270  -0.211
H  -0.362  -1.557  -1.392  0.246
H  -1.299  -0.840  -0.549  0.294
H  0.250  1.042  -1.720  0.247
H  1.034  0.073  2.410  0.240
H  0.122  1.175  1.571  0.285